Entry from the Open Molecules 2025 dataset: an isolated molecule of C3H4N2O (ωB97M-V/def2-TZVPD).

Geometry as XYZ:
```
10
Properties=species:S:1:pos:R:3:forces:R:3:nbo_charge:R:1
O -1.951 0.515 0.119 0.24 0.30 0.00 -0.673
C -0.614 0.221 0.174 0.22 -0.30 -0.33 0.143
C 0.526 1.119 0.088 -0.24 -0.59 0.00 -0.213
C 1.527 0.132 -0.254 -0.04 -0.33 -0.01 -0.161
N 1.079 -1.107 -0.472 -0.22 0.75 0.21 -0.145
N -0.231 -1.068 -0.285 0.00 0.15 0.13 -0.363
H -2.006 1.480 0.020 -0.03 -0.33 0.03 0.502
H -0.160 0.322 1.266 0.21 0.07 -0.06 0.283
H 2.589 0.318 -0.391 -0.27 -0.05 0.06 0.212
H -0.759 -1.933 -0.264 0.12 0.33 -0.02 0.415
```
Positions in Å, forces in eV/Å.

Values from the calculation:
**Relative energy (zero: lowest compared OMol25 entry of this formula, charge and spin)**: 4.566 eV
**Lowest unoccupied orbital energy**: 0.06 eV
**HOMO**: -9.16 eV
**Molecular weight**: 84.08 u